Molecular formula: C24H38Cl3NO4SbScSi3
Method: DFT, ωB97M-V with the def2-TZVPD basis set

XYZ file:
```
75
Properties=species:S:1:pos:R:3:forces:R:3:lowdin_charge:R:1
Sc -1.06906 1.46356 -0.12466 -0.116 -0.169 -0.058 0.71
O -4.34867 -0.75898 1.16723 0.003 -0.023 0.005 0.09
C -3.39069 -0.02915 1.04435 -0.070 0.078 0.027 -0.58
O -2.71378 0.22133 -0.03518 -0.026 0.003 0.048 -0.19
C -2.81229 0.69157 2.25834 0.076 -0.010 -0.008 -0.17
C -3.28443 0.65455 3.55770 0.027 0.020 -0.015 0.02
C -2.52762 1.28720 4.53897 0.048 0.019 -0.019 -0.01
C -1.32709 1.91687 4.21547 -0.060 0.002 0.031 0.03
C -0.93832 1.91926 2.88951 0.034 -0.067 0.007 -0.15
N -1.68652 1.32954 1.96847 -0.042 -0.018 -0.026 0.08
C 0.34778 2.49485 2.30769 -0.050 0.108 0.004 -0.58
O 1.16537 3.02038 3.02931 0.037 -0.047 -0.012 0.09
O 0.41758 2.32375 1.02019 0.015 -0.024 -0.017 -0.18
H -4.20075 0.12560 3.77866 0.002 0.003 -0.001 0.13
H -2.86453 1.27235 5.56752 0.003 0.005 0.000 0.11
H -0.70041 2.39295 4.95616 -0.007 -0.001 0.005 0.13
C -1.68341 -3.85162 0.36142 -0.019 -0.017 0.009 -0.21
Si -0.39463 -3.10368 1.48923 0.029 0.024 -0.007 0.30
C 0.87866 -4.36688 2.03178 -0.006 -0.035 -0.033 -0.22
C -1.18069 -2.40245 3.03422 -0.036 -0.011 -0.023 -0.20
Sb 0.65921 -1.18385 0.17580 0.002 0.035 -0.083 0.92
Si 1.50468 -2.38939 -1.91672 -0.017 -0.010 0.009 0.29
C 0.11257 -2.39800 -3.16853 -0.005 0.005 0.002 -0.22
C 2.96625 -1.44117 -2.60898 0.011 -0.017 0.014 -0.22
C 2.02014 -4.15758 -1.57026 -0.024 0.006 0.015 -0.22
Si 2.85863 -0.75009 1.40286 0.004 -0.032 -0.003 0.30
C 3.57959 0.81012 0.67452 -0.008 0.004 -0.043 -0.21
C 2.47029 -0.51894 3.21727 -0.006 0.080 0.007 -0.21
C 4.03199 -2.20085 1.20023 0.012 0.019 -0.020 -0.22
H -2.21352 -4.66235 0.86845 -0.006 0.008 -0.003 0.04
H -1.23085 -4.26251 -0.54416 -0.008 0.007 0.008 0.01
H -2.41926 -3.09889 0.06613 0.018 -0.012 0.013 0.03
H 0.37374 -5.17464 2.57032 0.010 0.003 -0.007 0.04
H 1.59977 -3.91566 2.71647 0.007 0.000 0.000 0.02
H 1.42714 -4.80782 1.19847 -0.014 0.020 0.009 0.01
H -1.63665 -3.21471 3.60771 0.011 0.009 0.016 0.04
H -1.96489 -1.68318 2.80365 -0.024 -0.035 -0.023 0.01
H -0.44298 -1.91005 3.66972 0.033 0.015 0.022 0.03
H -0.17716 -1.38333 -3.44635 0.013 -0.014 0.002 -0.02
H -0.77793 -2.89079 -2.77291 0.005 -0.004 -0.001 0.03
H 0.42055 -2.92739 -4.07442 -0.001 0.001 0.001 0.04
H 2.69566 -0.41285 -2.85230 0.003 0.008 -0.001 0.00
H 3.31472 -1.92617 -3.52532 -0.008 0.009 -0.004 0.04
H 3.80458 -1.41338 -1.91064 -0.012 0.004 -0.003 0.01
H 1.16667 -4.76726 -1.26468 0.029 0.011 0.011 0.02
H 2.78164 -4.21609 -0.79116 0.001 -0.004 -0.002 0.02
H 2.43333 -4.59791 -2.48240 -0.002 -0.001 0.007 0.04
H 2.89677 1.64862 0.83219 0.024 -0.015 0.000 0.02
H 3.75513 0.70471 -0.39967 -0.002 0.001 0.031 0.02
H 4.53449 1.04902 1.14995 -0.002 0.004 0.006 0.04
H 1.76199 0.29806 3.37530 0.027 -0.035 0.002 0.02
H 3.38563 -0.26461 3.75920 -0.007 -0.003 0.000 0.04
H 2.06248 -1.42928 3.65816 -0.034 -0.037 0.025 0.02
H 4.31031 -2.35257 0.15574 0.003 -0.001 0.005 0.01
H 3.58963 -3.12849 1.56763 -0.001 0.008 0.008 0.01
H 4.95092 -2.01820 1.76471 -0.008 0.004 0.000 0.04
Cl 0.61467 1.65788 -2.43037 0.097 0.064 -0.022 0.62
C -0.67047 1.64003 -3.67711 0.021 -0.012 0.013 -0.87
Cl -2.06152 0.75112 -3.06380 -0.004 -0.027 0.076 0.66
H -0.27179 1.13136 -4.54656 0.023 0.019 -0.003 0.04
H -0.95767 2.66865 -3.87368 0.054 -0.079 -0.002 0.00
Cl -1.13074 5.80209 -6.01991 0.003 -0.010 0.000 0.64
C -1.43534 5.13854 -4.43712 -0.029 0.018 -0.009 -0.70
C -0.47435 5.25225 -3.44447 0.042 -0.030 0.002 -0.12
C -0.71726 4.70624 -2.19430 -0.028 0.112 0.028 -0.08
C -1.91986 4.05163 -1.89039 0.024 -0.056 -0.027 -0.35
C -2.11998 3.38783 -0.58852 0.022 0.086 -0.024 -0.20
C -2.88021 3.99300 -2.90880 -0.010 -0.078 0.004 -0.09
C -2.64306 4.51254 -4.17189 -0.040 0.112 0.003 -0.13
H 0.46087 5.75426 -3.65567 -0.012 0.000 0.007 0.11
H 0.04555 4.78500 -1.42706 0.001 -0.008 -0.008 0.12
H -3.17876 3.19129 -0.39696 -0.023 0.001 -0.005 0.06
H -1.72998 4.01513 0.22090 -0.003 -0.010 0.041 0.06
H -3.82525 3.50051 -2.71156 -0.003 0.023 0.006 0.11
H -3.39655 4.44714 -4.94509 -0.005 -0.008 -0.014 0.11
```
Forces are in eV/Å.

Energy above the lowest of the compared OMol25 structures with the same formula, charge and spin: 0.057 eV
LUMO: -0.337 eV
Electronic energy: -4543.361107 Ha
F_max: 0.21 eV/A
Kohn-Sham gap: 0.2656 Ha
Net charge: 0
E_HOMO: -0.2780 Eh


Molecular formula: C9H14
Method: DFT, ωB97M-V with the def2-TZVPD basis set

XYZ file:
```
23
Properties=species:S:1:pos:R:3:forces:R:3:mulliken_spin:R:1
C 0.74012 0.61536 -2.83427 -4.769 1.611 3.448 0.01
C -0.30505 1.55487 -3.61555 0.446 0.533 3.295 0.00
H 0.21406 0.05429 -1.83017 0.738 1.042 -3.113 0.00
H 1.00097 -0.06081 -3.53771 2.160 -2.311 -1.442 0.00
H 1.33954 1.25910 -2.23753 1.719 0.175 -0.483 0.00
H -1.20696 1.50235 -2.97908 -0.156 0.069 -1.141 0.00
H 0.01502 2.60112 -3.50805 0.086 -0.250 -0.043 0.00
H -0.43260 1.41925 -4.66252 -0.281 -0.800 -0.601 0.00
C 0.45109 0.86165 3.23132 -1.152 -1.335 1.141 0.02
C -0.61660 -2.07928 0.23681 -0.618 2.795 3.238 0.27
C -1.47437 -1.68281 1.30086 -0.023 -0.331 0.596 0.06
C 0.59147 -1.44594 0.18627 3.817 2.194 -0.481 0.09
C -1.03901 -0.88675 2.30495 -1.255 0.078 1.041 0.10
C 0.97292 -0.43541 1.12580 2.930 -0.701 -3.384 0.14
C 0.17764 -0.19394 2.21519 0.035 0.732 1.517 0.22
H -1.06290 -2.53932 -0.53635 -0.911 -2.122 -2.692 0.01
H -2.46559 -2.02958 1.22104 -1.084 -0.452 0.492 0.00
H 1.22548 -1.62401 -0.71445 -0.327 0.185 1.066 0.00
H -1.53905 -0.56890 3.23076 -0.784 -0.733 -0.775 0.00
H 1.94815 0.21084 0.96922 -2.113 -1.630 0.193 0.00
H 1.36129 1.30928 3.02278 1.914 0.872 -0.111 0.00
H 0.41232 0.52286 4.34825 -0.157 0.416 -2.080 0.03
H -0.30795 1.63576 3.06244 -0.217 -0.038 0.319 0.05
```
Forces are in eV/Å.

Energy above the lowest of the compared OMol25 structures with the same formula, charge and spin: 2.377 eV
LUMO (spin up / spin down): -4.189 / -8.627 eV
Electronic energy: -350.921646 Ha
F_max: 6.10 eV/A
Kohn-Sham gap (spin up / spin down): 0.3540 / 0.1902 Ha
⟨S²⟩: 0.768
2S+1: 2
Net charge: +1
E_HOMO (spin up / spin down): -0.5080 / -0.5072 Eh


Molecular formula: C18H51FO10Si2
Method: DFT, ωB97M-V with the def2-TZVPD basis set

XYZ file:
```
82
Properties=species:S:1:pos:R:3:forces:R:3:lowdin_charge:R:1
C -1.91440 4.31141 -0.83853 -0.032 -1.146 0.193 -0.12
C -2.71649 2.88761 -1.01916 -0.816 0.296 -0.749 -0.39
C -2.41463 2.35726 -2.54988 1.067 0.174 0.381 -0.11
C -2.41348 1.77744 0.15615 -0.236 0.761 -0.262 -0.23
C -0.85536 1.20263 0.14499 -0.397 0.905 -1.349 -0.24
Si -0.66018 -0.38825 1.21090 1.487 -1.373 -0.123 0.47
C -2.36171 -1.27754 1.51362 -0.808 -0.815 0.850 -0.24
C -2.79471 -2.32384 0.32813 -1.499 0.122 0.023 -0.21
C -2.39943 -1.85635 -1.19265 0.241 -1.549 -0.138 -0.12
F -3.34529 -2.55256 -2.14104 1.729 1.474 1.852 -0.16
O 0.43563 -1.46134 0.28208 -1.862 0.594 2.801 -0.27
C 0.67349 -2.71577 1.01025 1.590 -1.027 -0.337 -0.23
C 2.13515 -3.29617 0.44008 -0.822 0.219 -0.159 -0.28
C 2.76524 -4.44479 1.42869 -0.008 1.154 0.339 -0.10
C 1.83233 -3.81151 -1.09685 -0.073 0.981 -0.405 -0.13
C 2.46423 -2.75719 -2.23022 0.361 0.133 -0.311 -0.36
C 3.33637 -3.55678 -3.38497 -1.374 0.944 0.344 -0.13
C 1.29005 -1.80855 -2.92585 0.328 0.412 0.272 -0.11
O 0.10423 -0.16098 2.77241 -1.978 2.250 -1.551 -0.37
Si -0.29648 1.37505 3.51553 2.066 -1.763 1.485 0.61
C 1.40726 2.15333 4.09088 1.445 0.046 -0.539 -0.29
C 1.61824 3.70143 3.59575 -0.004 0.577 0.958 -0.17
C 0.99801 4.66186 4.81591 3.080 0.143 3.109 -0.29
O 1.73890 4.83142 5.91809 -5.542 -0.611 -6.798 -0.03
O -0.35180 5.20143 4.58099 3.089 -2.079 -0.352 0.00
H -0.75104 4.07363 -0.88369 -2.400 0.658 0.200 0.08
H -2.21406 4.75389 0.20730 0.734 -0.549 -2.082 0.09
H -2.18617 5.02793 -1.72541 0.477 -1.360 1.875 0.07
H -3.89010 3.10063 -0.97445 2.554 -0.387 0.067 0.13
H -3.12286 2.87260 -3.34952 1.437 -1.273 1.809 0.09
H -1.29590 2.68436 -2.79852 -2.340 -0.765 0.333 0.09
H -2.42969 1.17964 -2.61072 -0.274 2.388 -0.077 0.07
H -3.21161 0.90440 -0.00310 1.913 1.840 0.414 0.11
H -2.66582 2.31821 1.18801 0.547 -1.334 -2.125 0.10
H -0.63441 0.88793 -0.98121 -0.344 0.529 2.293 0.09
H -0.05927 2.05166 0.38788 -1.770 -1.735 -0.399 0.09
H -3.24990 -0.51532 1.74421 2.026 -1.553 -0.604 0.10
H -2.25943 -1.92546 2.50865 -0.134 1.413 -2.049 0.11
H -3.98593 -2.38808 0.35801 2.575 0.086 -0.215 0.13
H -2.42179 -3.41017 0.61725 -0.550 2.356 -1.004 0.11
H -2.47979 -0.70702 -1.39836 0.000 -2.294 0.492 0.10
H -1.32576 -2.27387 -1.47819 -2.328 1.134 0.557 0.10
H 0.76401 -2.61190 2.17185 -0.329 0.173 -2.053 0.12
H -0.18431 -3.46532 0.74308 1.589 1.171 0.589 0.11
H 2.87235 -2.35902 0.40395 -1.733 -2.034 0.062 0.14
H 2.81153 -5.48906 0.89952 -0.049 2.219 1.329 0.06
H 3.83073 -4.06169 1.78371 -2.167 -1.060 -0.806 0.09
H 2.09172 -4.44440 2.40890 1.422 -0.425 -1.994 0.08
H 0.66713 -3.78079 -1.26922 2.201 -0.212 0.370 0.10
H 2.18085 -4.92001 -1.28702 -0.435 2.271 0.403 0.11
H 3.22566 -1.99462 -1.71752 -1.681 -1.704 -0.830 0.13
H 2.57049 -4.26661 -3.93538 1.867 1.168 1.031 0.10
H 3.69464 -2.74376 -4.15820 -0.468 -2.038 1.527 0.05
H 4.22918 -4.12696 -2.87774 -1.790 1.037 -1.208 0.09
H 1.69545 -1.31199 -3.91443 -0.753 -1.099 1.835 0.07
H 1.00656 -0.91181 -2.20460 0.536 -2.012 -1.369 0.07
H 0.30703 -2.39630 -3.17638 1.961 0.981 0.420 0.08
H -1.05691 1.17801 4.77673 -0.036 -0.247 -0.410 -0.03
H -1.09967 2.27645 2.70426 0.000 0.260 -0.533 -0.04
H 2.27934 1.50216 3.60063 -1.897 1.349 1.015 0.10
H 1.56038 2.07702 5.24903 -0.345 0.225 -2.198 0.09
H 1.07106 3.90101 2.57939 1.004 -0.289 1.893 0.10
H 2.77409 3.97070 3.47959 -2.701 -0.507 0.402 0.14
H -0.66504 4.79474 3.70858 0.748 0.795 1.658 0.11
O 4.80812 -4.25476 -6.06407 0.486 -0.060 -0.246 -0.07
H 5.22485 -3.61239 -6.65806 -0.160 -0.157 0.271 0.04
H 5.55459 -4.74796 -5.69188 -0.296 0.178 -0.094 0.04
O 5.03425 -0.92111 -4.97999 -0.364 0.268 0.055 -0.07
H 4.29351 -0.62179 -5.52849 0.261 -0.096 0.168 0.04
H 4.69202 -0.86746 -4.07501 0.161 -0.038 -0.271 0.03
O -1.47389 1.93623 7.11491 0.371 0.155 0.312 -0.08
H -1.02428 2.79198 7.04646 -0.165 -0.200 0.027 0.03
H -1.01344 1.48723 7.83973 -0.189 0.135 -0.239 0.04
O -3.39962 7.09063 -2.06538 0.095 0.409 -0.277 -0.07
H -2.49198 7.42098 -2.14395 -0.278 -0.150 0.095 0.05
H -3.92210 7.71435 -2.59168 0.130 -0.217 0.179 0.05
O -5.55000 5.02785 -0.97401 0.045 0.275 -0.209 -0.07
H -4.64235 5.35820 -1.05258 -0.194 0.043 -0.035 -0.01
H -6.07247 5.65157 -1.50030 0.190 -0.262 0.224 0.04
O 1.44928 -7.10220 0.58854 -0.613 -0.135 0.051 -0.08
H 0.70855 -6.80288 0.04005 0.256 -0.113 0.108 0.05
H 1.10706 -7.04856 1.49352 0.162 -0.032 -0.269 0.05
```
Forces are in eV/Å.

LUMO: 0.084 eV
Electronic energy: -2147.484088 Ha
F_max: 8.79 eV/A
Kohn-Sham gap: 0.3702 Ha
Net charge: 0
E_HOMO: -0.3671 Eh


- Look up the net charge of the second one.
  +1